No. 1
105
Properties=species:S:1:pos:R:3:forces:R:3 method="wB97M-V/def2-TZVPD" max_force_ev_per_a=1.707 smiles="CCOS(C)(=O)=O.CCOS(C)(=O)=O.CCOS(C)(=O)=O.CCOS(C)(=O)=O.CCOS(C)(=O)=O.CCOS(C)(=O)=O.CCOS(C)(=O)=O" gap_ev=11.05 homo_energy_ev=-10.9658 relative_energy_kcal_mol=16.0
O -2.94939 0.71737 7.02979 -0.5183 0.4074 0.2415
S -1.98031 0.16402 6.16104 0.4546 -0.8424 0.1738
O -1.73096 0.69681 4.86014 -0.0667 0.2624 -0.4496
O -0.62869 0.18039 6.97549 0.1344 -0.2848 -0.2014
C 0.57529 -0.12096 6.21555 0.3166 0.1480 -0.1804
C 1.70716 -0.16553 7.20019 0.0079 0.7062 0.7853
C -2.32332 -1.57209 5.97620 -0.1349 0.7472 0.3401
H 0.70714 0.65387 5.46257 0.0104 0.0287 0.0370
H 0.48677 -1.07650 5.69225 -0.2031 0.0064 0.0627
H 1.69588 0.73458 7.82385 -0.1527 0.0486 -0.1566
H 2.68334 -0.14622 6.72052 -0.0603 -0.4521 -0.1650
H 1.58813 -0.98471 7.90811 0.2366 -0.2369 -0.2398
H -2.52112 -1.95802 6.97193 0.0383 -0.1359 -0.0214
H -1.48027 -2.05988 5.50069 -0.1056 -0.1295 -0.1559
H -3.23467 -1.57421 5.38251 0.0805 -0.3287 -0.1430
O -7.28622 -1.44203 -5.48426 -0.3354 0.6959 -0.3752
S -6.62374 -2.55735 -4.90855 0.3655 0.1196 0.3762
O -6.71386 -3.83929 -5.49305 -0.1604 -0.8361 -0.2324
O -5.07869 -2.24850 -4.79627 0.2444 0.0197 -0.2052
C -4.63272 -0.88737 -4.86901 0.4170 0.9002 0.5844
C -3.29852 -0.78348 -4.14463 -0.0470 -0.2507 -1.0199
C -7.06841 -2.62716 -3.21381 -0.6732 -0.1280 -0.0176
H -5.35063 -0.21646 -4.38657 -0.1758 -0.2003 -0.0887
H -4.53845 -0.54270 -5.89754 -0.1141 -0.3923 -0.1509
H -3.43704 -0.80185 -3.06675 0.2974 -0.0779 0.0383
H -2.78134 0.11307 -4.48423 -0.2083 0.2567 0.3880
H -2.65017 -1.58133 -4.51157 -0.0528 -0.2523 0.4301
H -8.15850 -2.60569 -3.20091 0.0071 0.0007 0.0294
H -6.70005 -1.73267 -2.72102 0.1446 -0.0917 0.1404
H -6.73742 -3.56584 -2.78204 0.2828 0.1240 0.1056
O -1.80613 1.64673 -1.63042 -0.0327 -0.4114 0.1390
S -2.33316 2.65319 -2.49371 -0.0629 0.5665 -0.0987
O -1.99097 4.02008 -2.24305 0.1187 0.0217 0.0791
O -1.97822 2.30413 -3.99718 0.0420 0.1621 0.1019
C -0.72126 2.83187 -4.52123 0.1034 -0.0950 -0.3330
C 0.13734 1.65638 -4.92148 -0.3526 -0.5158 -0.1911
C -4.08449 2.56180 -2.60023 -0.0132 0.1081 -0.2003
H -0.22169 3.45872 -3.78707 -0.1882 0.0366 0.1176
H -1.02395 3.44063 -5.37079 0.1682 0.1025 0.0200
H 0.11013 0.92239 -4.11458 0.2948 0.0640 0.0547
H 1.16425 1.92624 -5.16005 -0.0012 0.1720 0.1513
H -0.27603 1.15313 -5.79891 -0.0198 0.0717 0.0070
H -4.40424 1.61782 -3.03145 0.0405 -0.1057 0.1846
H -4.39533 3.38415 -3.23967 -0.0241 0.0112 0.0074
H -4.45714 2.72606 -1.59174 -0.0557 -0.1466 0.0159
O 6.49167 -2.31792 3.26822 -0.2581 -0.7690 0.1129
S 7.13547 -1.05227 3.29271 -0.4968 0.1691 0.1360
O 8.54067 -0.94446 3.21251 0.9784 0.0935 -0.1003
O 6.57059 -0.19254 2.10831 -0.1310 0.3663 -0.0924
C 5.12789 -0.06981 2.00940 -0.1959 0.3343 0.1264
C 4.82481 1.21293 1.27717 -0.7697 0.0442 0.0433
C 6.56347 -0.18361 4.71980 -0.4453 -0.0441 0.3178
H 4.68442 0.04137 2.99894 0.1077 -0.2885 0.0810
H 4.70032 -0.96697 1.56767 0.2034 -0.0080 -0.1952
H 4.93437 2.06128 1.95321 0.3831 0.0693 -0.1511
H 3.75792 1.20975 1.03264 0.0803 -0.0545 -0.1524
H 5.39274 1.35957 0.36280 0.1290 -0.0710 0.0289
H 7.19418 -0.42692 5.57034 0.2443 0.0134 -0.1528
H 5.56526 -0.55085 4.94882 -0.0493 0.1070 -0.0538
H 6.54268 0.88609 4.53086 0.1592 0.0208 0.0301
O 2.00834 -0.55292 2.76238 0.6641 0.2156 0.2147
S 1.13023 -0.40430 1.65290 -0.9173 -0.5809 -0.0186
O 0.90507 0.84667 1.01087 0.2455 0.4508 0.0985
O 1.60362 -1.44313 0.56943 0.3434 -0.0820 0.0157
C 0.80303 -1.52450 -0.62625 -0.1687 -0.0197 -1.1527
C 0.18956 -2.89070 -0.78118 -0.6541 -0.4056 0.9020
C -0.42067 -1.09536 2.13688 0.0623 0.0514 -0.2422
H 1.42947 -1.30557 -1.49506 0.2979 -0.0028 0.2929
H 0.03863 -0.74570 -0.65369 0.0351 0.0247 0.3305
H 0.86750 -3.69305 -1.05420 0.1804 0.2208 -0.2444
H -0.64735 -2.83413 -1.47107 0.1303 -0.0467 -0.4375
H -0.27633 -3.21281 0.15867 0.0971 0.1589 0.0321
H -0.79123 -0.51731 2.98136 -0.0881 0.0136 -0.0158
H -0.23845 -2.13604 2.39120 -0.0200 0.0078 0.1636
H -1.08612 -1.03628 1.27841 -0.1740 0.0631 0.1286
O 2.17026 -4.82732 -2.72543 -0.1317 -0.4746 0.6729
S 2.47398 -3.98641 -3.81976 0.0253 0.3744 -0.4568
O 1.46716 -3.14962 -4.39235 -0.1336 0.0441 -0.1602
O 3.67265 -3.08599 -3.35065 0.2575 0.1983 0.3497
C 4.15151 -2.07416 -4.24817 -0.2490 1.0002 -0.9218
C 5.61170 -2.29984 -4.54641 -0.1760 -0.4118 0.6103
C 3.21973 -4.95095 -5.07311 -0.3371 -0.5255 -0.6431
H 3.94811 -1.08269 -3.83625 0.1564 -0.2243 0.4916
H 3.56202 -2.04902 -5.17194 -0.0019 -0.4157 0.0863
H 5.71275 -3.31222 -4.93876 0.2603 0.0999 -0.2157
H 6.17637 -2.25706 -3.61483 0.1274 0.0675 -0.0788
H 5.99767 -1.56147 -5.24355 -0.0125 -0.0166 -0.0809
H 4.00900 -5.56862 -4.65639 0.1040 0.1522 0.0889
H 3.55255 -4.33744 -5.90682 0.1564 0.1381 0.1479
H 2.43924 -5.60550 -5.46471 -0.0336 0.0098 0.1123
O -2.28860 7.31676 1.91358 0.0222 0.6175 -0.2165
S -2.95153 6.10167 2.21572 1.2876 -0.4644 0.4941
O -4.23758 5.78328 1.71431 -0.9675 -0.0268 -0.4502
O -1.92412 4.96620 1.79599 -0.5143 0.1936 -0.1135
C -2.43955 3.64564 1.52659 0.8840 -0.7973 -0.5741
C -1.48244 2.67121 2.17765 -0.7000 -0.0709 1.5553
C -2.96062 5.89745 3.95980 -0.3760 -0.2923 0.2395
H -2.45496 3.49044 0.44344 -0.0847 0.3239 0.1105
H -3.44094 3.50459 1.92442 -0.0857 0.2142 0.0054
H -1.67223 2.74529 3.25745 0.2027 0.0003 -0.0316
H -0.42155 2.85936 2.05770 -0.0478 0.0403 -0.6092
H -1.74594 1.63588 1.96450 0.1559 0.0450 -0.4427
H -1.94206 5.87910 4.33154 0.0499 0.2116 -0.0167
H -3.44964 4.95144 4.19126 0.0181 -0.0133 -0.0309
H -3.55299 6.70583 4.38208 0.1239 0.0770 0.0467


No. 2
50
Properties=species:S:1:pos:R:3:forces:R:3 method="wB97M-V/def2-TZVPD" max_force_ev_per_a=0.961 smiles="CC(C)C(=O)Nc1cccc(NC(=O)CCN2C(=O)c3ccccc3S2(=O)=O)c1" gap_ev=8.23 homo_energy_ev=-8.3880 relative_energy_kcal_mol=8.8
C -5.69742 -0.38505 1.77009 -0.0348 0.0930 -0.1775
H -6.05462 -1.31693 1.33845 -0.0470 -0.1130 0.0260
H -6.53932 0.12396 2.23404 -0.0710 0.0222 0.0733
H -4.97164 -0.62204 2.54556 0.0407 -0.0313 0.1051
C -5.08225 0.50250 0.68623 -0.0487 -0.0189 0.0592
C -4.58247 1.82434 1.26981 -0.0999 -0.1439 -0.1734
H -4.10588 2.43054 0.50304 0.0694 0.1220 -0.0288
H -3.87130 1.66844 2.07914 0.0791 0.0304 0.1197
H -5.42350 2.38464 1.67266 -0.0248 0.0646 0.0635
C -3.98940 -0.27033 -0.05006 -0.3979 0.3855 0.1928
O -4.10193 -0.59949 -1.21080 -0.0275 -0.1550 -0.3419
N -2.90755 -0.55829 0.72140 0.1588 0.0948 0.4079
C -1.76676 -1.28916 0.36162 0.3747 -0.2032 -0.1594
C -1.79037 -2.27307 -0.62095 -0.1952 -0.0691 -0.0646
C -0.63329 -2.97952 -0.89769 -0.0691 0.1294 0.1412
C 0.55117 -2.71842 -0.23351 0.2266 -0.0563 -0.0397
C 0.58156 -1.71323 0.72808 -0.2712 -0.3175 -0.1294
C -0.58386 -1.01730 1.03522 -0.0997 -0.1155 -0.0248
H -0.55313 -0.23895 1.78616 -0.0123 0.1167 0.0670
N 1.75210 -1.28817 1.35878 -0.2346 0.1052 0.4186
C 3.03722 -1.66528 1.08587 0.3042 0.2617 0.5619
O 3.36485 -2.71742 0.59550 0.0984 -0.2244 -0.2729
C 4.02619 -0.55198 1.42494 -0.0284 -0.1745 -0.2414
H 5.01220 -0.98033 1.60190 -0.0829 -0.0167 0.0375
H 3.70031 0.00254 2.30492 0.0429 -0.0166 0.0240
C 4.10936 0.38743 0.20657 0.3432 0.1117 0.3744
N 2.80074 0.77344 -0.27692 -0.4446 0.8252 0.2129
C 2.19920 0.14444 -1.33601 -0.3083 -0.1779 -0.5446
O 2.73088 -0.67519 -2.04153 0.0426 -0.0322 0.0837
C 0.80674 0.64082 -1.47577 -0.4422 0.0001 -0.3106
C 0.45113 1.63893 -0.58274 0.7703 -0.3766 -0.0757
C -0.80685 2.19584 -0.57598 -0.0545 0.2205 0.1546
C -1.73143 1.71808 -1.49860 0.1602 0.0801 0.1372
C -1.39673 0.70505 -2.38476 0.0707 -0.0344 -0.0334
C -0.12152 0.16052 -2.38757 0.2354 0.1445 0.1553
H 0.16161 -0.62696 -3.06757 0.0305 -0.0943 -0.0565
H -2.14593 0.33089 -3.06406 -0.0682 -0.0439 -0.0512
H -2.72758 2.13160 -1.52339 -0.0939 0.0423 0.0264
H -1.05764 2.97523 0.12643 -0.1003 0.1009 0.0590
S 1.83644 1.94122 0.48928 0.2074 -0.1893 -0.3975
O 2.43112 3.22777 0.33286 -0.0396 0.1313 -0.1716
O 1.56056 1.51782 1.83635 -0.1625 -0.0266 0.1756
H 4.65350 1.29996 0.46159 0.1102 -0.1299 -0.0723
H 4.60836 -0.12666 -0.62056 -0.1236 0.1788 0.0818
H 1.63967 -0.41170 1.86062 0.1540 -0.2345 -0.1543
H 1.45050 -3.26291 -0.46587 0.0495 -0.0235 -0.0072
H -0.65422 -3.75106 -1.65189 -0.0022 -0.0817 -0.0777
H -2.70282 -2.47393 -1.15538 -0.0577 -0.0218 -0.0321
H -2.85752 -0.11926 1.62911 -0.1127 -0.0540 -0.1236
H -5.84896 0.71972 -0.06403 0.1870 -0.0843 0.0034


No. 3
91
Properties=species:S:1:pos:R:3:forces:R:3 method="wB97M-V/def2-TZVPD" max_force_ev_per_a=0.738 charge=-2 gap_ev=5.68 homo_energy_ev=-1.9709 relative_energy_kcal_mol=24.1
Ca -0.30876 -0.62503 0.09320 0.1646 -0.1395 0.4830
Cl -0.09898 -2.53443 2.17755 0.0706 -0.1710 0.1344
C -0.88315 -4.00283 1.64974 -0.0188 0.0445 0.0989
C -1.12813 -4.91138 2.66287 -0.0474 -0.1029 -0.0575
C -1.71763 -6.13423 2.37911 0.0198 0.0683 -0.0113
C -2.05113 -6.41772 1.06459 0.0155 -0.0188 0.0914
C -1.79510 -5.48911 0.07483 -0.0581 -0.0571 -0.0662
Cl -2.25630 -5.94782 -1.54543 -0.0234 -0.0393 -0.0465
C -1.20276 -4.22706 0.29317 -0.0446 0.0469 0.0049
S -0.91354 -3.13402 -1.00838 0.0491 0.0193 -0.0664
H -0.84643 -4.64813 3.67269 -0.0056 0.0059 0.0359
H -1.91285 -6.84948 3.16685 -0.0022 -0.0144 0.0175
H -2.51246 -7.35757 0.79361 -0.0074 -0.0155 0.0005
S 2.55125 0.72615 1.61989 0.0742 -0.2251 0.0087
C 2.61330 2.35093 2.20504 -0.0351 0.0300 -0.1431
C 3.82013 3.06132 2.35926 0.0724 -0.0832 0.0084
C 3.84176 4.34265 2.86838 -0.0104 0.1008 0.0352
C 2.66098 4.98663 3.23682 -0.0472 0.0144 0.0061
C 1.45417 4.32044 3.06594 -0.0006 0.0587 0.0541
C 1.42794 3.03017 2.55291 -0.0893 -0.0099 0.0305
As -0.16373 2.00398 2.15350 -0.1873 -0.0229 0.0412
C -1.51681 3.37670 2.61168 0.0550 -0.0215 -0.0417
C -1.72300 4.36985 1.65396 0.0707 0.0110 -0.0724
C -2.63764 5.38821 1.86376 -0.0415 0.0618 0.0507
C -3.39118 5.41826 3.03127 -0.0102 0.0481 -0.0408
C -3.21290 4.42434 3.98022 -0.0425 -0.0035 0.0624
C -2.27831 3.41642 3.77362 0.0201 -0.0736 0.1139
C -0.33889 0.91775 3.77510 0.0296 0.1190 -0.0048
C 0.68011 0.80143 4.71401 0.0533 0.0349 -0.0344
C 0.51007 0.00059 5.83294 0.0432 -0.0077 0.0239
C -0.67370 -0.70008 6.02099 -0.0084 -0.0337 0.0427
C -1.68664 -0.60222 5.08036 -0.0257 -0.0474 -0.0072
C -1.51612 0.20250 3.96300 -0.0119 -0.0624 -0.0425
H 4.74118 2.56694 2.07407 -0.0015 -0.0066 0.0036
H 4.79245 4.85390 2.98122 0.0037 0.0103 0.0040
H 2.67973 5.99056 3.64447 0.0037 0.0006 -0.0077
H 0.52603 4.81167 3.33967 0.0269 -0.0043 -0.0157
H -1.17031 4.33236 0.72138 -0.0012 -0.0056 0.0319
H -2.77447 6.15146 1.10676 -0.0069 0.0176 -0.0093
H -4.11525 6.20798 3.19550 -0.0047 0.0069 -0.0005
H -3.79718 4.43207 4.89354 -0.0050 0.0100 -0.0002
H -2.14414 2.65484 4.53479 0.0050 0.0549 -0.0487
H 1.61681 1.32252 4.55359 -0.0294 0.0069 0.0099
H 1.31449 -0.08943 6.55311 0.0105 -0.0086 0.0101
H -0.79605 -1.33718 6.88896 -0.0044 -0.0083 0.0090
H -2.59907 -1.17482 5.19180 -0.0179 0.0069 0.0156
H -2.30561 0.25187 3.22287 -0.0289 0.0049 -0.0294
C -2.48217 2.08266 -3.97916 -0.1252 0.0023 0.0201
O -1.08521 2.28647 -3.90201 0.1923 0.0477 -0.0110
P -0.25845 1.09422 -3.12033 -0.1110 -0.1649 0.1094
O 1.16151 1.86707 -3.02167 -0.0995 0.0497 -0.0371
C 1.45489 2.42024 -1.72771 0.1369 0.0024 0.0856
O 0.03725 0.15607 -4.42007 0.0218 0.0355 -0.1148
C 0.12139 -1.25751 -4.22869 -0.0282 -0.0242 0.0098
H -2.92270 2.99805 -4.37678 -0.0078 -0.0106 0.0259
H -2.90091 1.88182 -2.98814 -0.0071 0.0087 -0.0638
H -2.72603 1.25613 -4.65357 -0.0118 -0.0198 -0.0145
H 2.15125 1.76799 -1.19814 -0.0422 0.0730 -0.0028
H 0.54942 2.52693 -1.12249 0.0028 0.0104 0.0024
H 1.89261 3.40667 -1.88055 -0.0079 -0.0007 -0.0046
H 1.13414 -1.54953 -3.95578 0.0143 -0.0124 0.0010
H -0.15674 -1.72188 -5.17635 0.0081 0.0046 0.0523
H -0.55766 -1.60024 -3.44454 0.0175 -0.0062 -0.0161
C -4.60304 3.35041 -0.19239 -0.0444 0.0724 -0.0179
N -4.18030 2.00694 0.13981 0.0173 -0.0022 -0.0447
C -5.05448 1.15074 0.74217 -0.0086 -0.0630 0.0326
C -4.69957 -0.08967 1.10176 -0.0146 0.0244 0.0255
C -3.31498 -0.50754 0.88214 -0.1341 0.0904 -0.0409
O -2.89774 -1.60605 1.24535 0.0251 0.0031 0.1250
N -2.46757 0.38213 0.27709 -0.3569 -0.0085 -0.1015
C -2.85388 1.60367 -0.12875 0.1011 0.2087 0.0863
O -2.10221 2.39785 -0.69607 -0.0299 0.0323 -0.0636
H -5.51786 3.32196 -0.79053 0.0085 0.0097 -0.0020
H -3.80559 3.81422 -0.76631 -0.0226 -0.0051 0.0069
H -4.77569 3.94033 0.71166 -0.0022 -0.0203 -0.0393
H -6.05079 1.54769 0.90451 0.0141 -0.0171 -0.0126
H -5.39069 -0.77336 1.56889 -0.0094 -0.0110 0.0135
Br 6.75225 -2.72950 -4.91063 0.0066 0.0003 -0.0070
C 5.34274 -2.32239 -3.68532 0.0365 0.0079 -0.0349
C 5.04112 -3.23176 -2.68797 0.0312 -0.0386 0.0008
C 4.02175 -2.92771 -1.79927 -0.0093 0.0567 0.0490
C 3.30863 -1.74325 -1.92182 -0.0028 0.0555 0.0239
C 3.62524 -0.84968 -2.93897 -0.0688 -0.0787 0.0177
C 4.65478 -1.13086 -3.82530 0.0183 0.0088 -0.0333
C 2.18165 -1.43542 -0.95726 0.1163 -0.0320 -0.2018
O 2.14248 -2.00377 0.13149 0.0077 -0.0686 0.0683
O 1.32106 -0.59442 -1.37680 0.4104 0.1508 -0.5948
H 5.59294 -4.15804 -2.60911 0.0128 -0.0156 0.0044
H 3.76045 -3.60187 -0.99500 -0.0176 -0.0131 0.0247
H 3.04073 0.05639 -3.03759 -0.0144 0.0462 0.0002
H 4.90947 -0.44087 -4.61768 0.0059 0.0114 -0.0088